Density functional theory data (ωB97M-V/def2-TZVPD) for a molecular structure, C24H14BrCrF2O8.

Cartesian coordinates (Å):
Br  0.166  -2.940  -1.824
Cr  -0.271  -0.684  -0.588
F  -0.178  0.957  0.856
F  1.679  -0.913  0.402
O  -1.177  -1.618  0.915
O  -0.267  2.478  -6.041
O  0.757  0.663  -1.951
O  -3.161  2.075  -5.522
O  -1.884  0.173  -1.529
O  -4.139  -4.629  4.506
O  -3.756  -1.799  4.778
O  -1.493  -4.546  0.608
C  0.337  3.230  0.293
C  0.078  4.529  0.501
C  -1.869  -2.325  1.712
C  -0.296  2.263  1.095
C  -2.861  -4.645  2.603
C  -0.790  4.968  1.533
C  3.684  -0.522  -0.786
C  3.007  -1.172  0.200
C  -1.577  0.790  -2.596
C  5.630  -1.834  -0.248
C  -0.725  1.995  -4.916
C  -2.161  -3.891  1.522
C  -1.230  2.664  2.056
C  -3.487  -3.960  3.586
C  0.290  1.736  -3.985
C  5.022  -0.869  -1.047
C  -2.213  1.635  -4.751
C  -1.432  4.035  2.336
C  -2.450  -1.778  2.901
C  -2.602  1.061  -3.625
C  3.693  -2.033  0.998
C  -0.067  1.063  -2.806
C  5.002  -2.417  0.788
C  -3.268  -2.441  3.741
H  3.175  0.140  -1.470
H  1.322  1.995  -4.169
H  -3.619  0.718  -3.504
H  0.587  5.209  -0.166
H  3.127  -2.588  1.731
H  -1.631  1.922  2.731
H  -2.277  -0.715  2.981
H  1.151  3.047  -0.392
H  -2.010  4.426  3.159
H  5.587  -0.393  -1.834
H  -0.788  6.030  1.729
H  5.529  -3.185  1.335
H  -2.782  -5.721  2.548
H  6.640  -2.186  -0.395

Its net charge is -4. Its spin multiplicity is 6. Its expectation value of S² is 8.762. The LUMO energy (spin up / spin down) is 7.16 / 7.01 eV.

Charges per atom according to Löwdin partitioning, unit e:
1 Br -0.133
2 Cr 0.487
3 F 0.037
4 F -0.026
5 O -0.165
6 O -0.106
7 O -0.118
8 O -0.120
9 O -0.106
10 O -0.170
11 O -0.125
12 O -0.118
13 C -0.014
14 C -0.117
15 C -0.258
16 C -0.220
17 C -0.051
18 C -0.121
19 C -0.014
20 C -0.272
21 C -0.252
22 C -0.375
23 C -0.317
24 C -0.254
25 C 0.018
26 C -0.421
27 C -0.012
28 C -0.163
29 C -0.414
30 C -0.096
31 C -0.037
32 C -0.016
33 C -0.042
34 C -0.362
35 C -0.244
36 C -0.371
37 H 0.102
38 H 0.101
39 H 0.107
40 H 0.095
41 H 0.111
42 H 0.114
43 H 0.090
44 H 0.122
45 H 0.087
46 H 0.040
47 H 0.075
48 H 0.022
49 H 0.083
50 H -0.060

=====

Density functional theory data (ωB97M-V/def2-TZVPD) for a molecular structure, C20H42ClN2O10S5.

Cartesian coordinates (Å):
Cl  -2.801  -0.627  -2.582
S  7.127  3.961  -2.852
S  0.365  4.058  -0.064
S  -0.717  1.508  -0.243
S  -5.927  -2.207  0.135
S  -4.705  -5.267  4.331
O  7.383  2.548  -2.964
O  -4.175  -5.850  3.124
O  -0.254  0.841  -1.445
O  -5.991  -4.618  4.354
O  -0.100  5.407  -0.294
O  0.012  1.046  0.920
O  -7.191  -1.514  0.061
O  6.246  4.490  -1.848
O  -4.684  -1.495  0.266
O  0.910  3.911  1.256
N  3.118  -0.528  0.005
N  -0.899  3.102  -0.413
C  -5.224  -4.603  -0.637
C  -3.405  1.512  -0.997
C  -3.491  -4.158  5.031
C  7.749  5.551  -4.904
C  -2.423  1.046  0.057
C  -5.791  -3.329  -1.248
C  -3.580  -5.998  6.634
C  3.979  2.666  -1.149
C  2.442  2.504  -1.148
C  4.600  1.492  -0.372
C  -4.651  -6.486  5.650
C  -3.101  1.128  -2.431
C  1.711  3.849  -1.221
C  8.698  4.817  -2.778
C  -5.973  -4.811  0.687
C  -5.995  -3.462  1.421
C  4.114  0.117  -0.865
C  -3.519  -4.467  6.524
C  9.052  5.087  -4.237
C  6.640  4.586  -4.465
H  -3.948  1.335  -3.068
H  6.556  3.735  -5.137
H  4.366  2.585  -2.160
H  2.179  1.938  -2.024
H  -3.758  -3.131  4.791
H  7.511  6.563  -4.571
H  -2.251  1.687  -2.791
H  5.681  1.519  -0.465
H  4.274  3.616  -0.728
H  9.841  5.832  -4.326
H  -6.997  -5.134  0.483
H  4.336  1.623  0.674
H  -6.795  -3.488  -1.641
H  3.661  0.212  -1.844
H  -5.123  -3.327  2.054
H  -4.408  -7.456  5.223
H  2.183  1.988  -0.240
H  4.981  -0.532  -0.959
H  -2.526  -4.406  4.591
H  -4.158  -4.476  -0.439
H  -4.359  1.049  -0.755
H  -2.647  1.546  0.990
H  2.223  -0.541  -0.467
H  2.415  4.625  -0.946
H  -2.436  -0.020  0.224
H  -2.611  -6.420  6.364
H  -5.502  -5.575  1.296
H  -3.806  -6.321  7.649
H  -5.342  -5.453  -1.308
H  -4.408  -4.027  6.979
H  7.838  5.577  -5.989
H  -3.574  2.579  -0.935
H  -5.637  -6.520  6.108
H  -6.900  -3.330  2.006
H  8.540  5.746  -2.230
H  1.385  4.085  -2.224
H  5.676  5.079  -4.372
H  9.402  4.167  -4.711
H  9.424  4.196  -2.260
H  -5.155  -2.885  -2.012
H  2.965  0.012  0.843
H  -2.646  -4.059  7.030

Its net charge is -1. The LUMO energy is 1.71 eV.

Charges per atom according to Löwdin partitioning, unit e:
1 Cl 0.571
2 S 0.657
3 S 0.483
4 S 0.488
5 S 0.664
6 S 0.664
7 O -0.315
8 O -0.323
9 O -0.375
10 O -0.313
11 O -0.376
12 O -0.354
13 O -0.331
14 O -0.310
15 O -0.320
16 O -0.333
17 N 0.002
18 N -0.316
19 C -0.214
20 C -0.302
21 C -0.221
22 C -0.217
23 C -0.280
24 C -0.232
25 C -0.214
26 C -0.210
27 C -0.227
28 C -0.192
29 C -0.219
30 C -0.570
31 C -0.240
32 C -0.232
33 C -0.214
34 C -0.227
35 C -0.281
36 C -0.218
37 C -0.226
38 C -0.216
39 H 0.059
40 H 0.104
41 H 0.092
42 H 0.098
43 H 0.114
44 H 0.115
45 H 0.061
46 H 0.089
47 H 0.086
48 H 0.111
49 H 0.117
50 H 0.109
51 H 0.104
52 H 0.101
53 H 0.084
54 H 0.101
55 H 0.076
56 H 0.085
57 H 0.113
58 H 0.123
59 H 0.092
60 H 0.098
61 H 0.049
62 H 0.087
63 H 0.073
64 H 0.116
65 H 0.079
66 H 0.111
67 H 0.112
68 H 0.119
69 H 0.110
70 H 0.107
71 H 0.103
72 H 0.098
73 H 0.106
74 H 0.096
75 H 0.105
76 H 0.117
77 H 0.106
78 H 0.093
79 H 0.050
80 H 0.116

=====

Density functional theory data (ωB97M-V/def2-TZVPD) for 2 unconnected molecules or ions with the total composition CH6OSi.

Cartesian coordinates (Å):
Si  1.390  0.106  -0.001
O  -0.104  0.787  0.030
C  -1.327  0.239  -0.229
H  1.920  -0.564  1.189
H  1.312  -0.737  -1.204
H  -2.222  0.889  -0.345
H  -1.285  -0.759  -0.846
H  -1.972  -0.308  1.042
H  2.221  1.300  -0.083

The energy above the lowest of the compared OMol25 structures with the same formula, charge and spin comes out at 58.1 kcal/mol. Its net charge is 0. The LUMO energy is 0.88 eV.

Charges per atom according to Löwdin partitioning, unit e:
1 Si 0.583
2 O -0.432
3 C -0.241
4 H -0.078
5 H -0.050
6 H 0.051
7 H 0.082
8 H 0.151
9 H -0.065

=====

Density functional theory data (ωB97M-V/def2-TZVPD) for a molecular structure, C21H31AuN8.

Cartesian coordinates (Å):
Au  0.054  1.247  -0.352
N  1.916  -2.426  -6.452
N  3.436  -0.768  1.742
N  -0.579  2.501  1.346
N  -3.493  0.756  -0.769
N  -3.636  -1.327  -0.057
N  -1.599  -0.145  0.360
N  1.251  0.087  1.175
N  3.245  1.312  1.027
C  2.261  -0.690  -3.444
C  3.173  -2.034  2.416
C  -0.926  2.701  2.418
C  4.690  1.120  1.123
C  1.266  -1.141  -4.310
C  1.626  -1.851  -5.501
C  0.569  0.205  -2.012
C  -3.474  -2.560  0.704
C  2.561  0.179  1.319
C  1.907  -0.028  -2.279
C  -1.365  2.954  3.766
C  -4.808  0.325  -1.236
C  -0.429  -0.262  -2.849
C  4.801  -0.242  1.801
C  -2.823  -0.244  -0.129
C  -4.961  -1.054  -0.612
C  -0.080  -0.923  -4.015
C  -3.076  2.058  -1.227
C  2.725  2.527  0.461
C  0.592  -1.199  1.288
C  -0.910  -1.321  0.852
H  5.141  1.124  0.127
H  -1.448  -1.715  1.714
H  -4.824  0.294  -2.328
H  5.144  1.920  1.706
H  -0.770  2.358  4.458
H  -5.222  -1.816  -1.345
H  3.303  -0.861  -3.677
H  -0.923  -2.102  0.087
H  1.119  -1.943  0.686
H  -3.345  -2.373  1.770
H  2.687  0.314  -1.607
H  4.124  -2.431  2.757
H  3.554  3.207  0.284
H  -5.713  -1.069  0.179
H  -5.574  1.027  -0.907
H  2.225  2.347  -0.511
H  -3.194  2.128  -2.312
H  -0.846  -1.274  -4.692
H  -4.385  -3.140  0.587
H  -1.244  4.009  4.012
H  -3.689  2.834  -0.764
H  5.133  -0.161  2.838
H  2.017  3.008  1.129
H  -2.416  2.685  3.871
H  -2.042  2.262  -0.977
H  -1.478  -0.105  -2.621
H  -2.650  -3.165  0.334
H  2.543  -1.907  3.296
H  5.481  -0.913  1.278
H  0.644  -1.529  2.325
H  2.730  -2.771  1.751

Its net charge is +2. The LUMO energy (spin up / spin down) is -8.51 / -8.51 eV.

Charges per atom according to Löwdin partitioning, unit e:
1 Au 1.107
2 N 0.206
3 N -0.064
4 N 0.095
5 N -0.092
6 N -0.063
7 N 0.009
8 N 0.012
9 N -0.091
10 C 0.005
11 C -0.018
12 C -0.162
13 C -0.087
14 C -0.200
15 C -0.159
16 C -0.224
17 C -0.021
18 C -0.346
19 C -0.082
20 C -0.009
21 C -0.094
22 C -0.079
23 C -0.089
24 C -0.337
25 C -0.090
26 C 0.004
27 C -0.039
28 C -0.047
29 C -0.196
30 C -0.203
31 H 0.133
32 H 0.101
33 H 0.133
34 H 0.135
35 H 0.106
36 H 0.136
37 H 0.136
38 H 0.112
39 H 0.111
40 H 0.099
41 H 0.096
42 H 0.102
43 H 0.111
44 H 0.136
45 H 0.135
46 H 0.058
47 H 0.104
48 H 0.136
49 H 0.103
50 H 0.110
51 H 0.108
52 H 0.136
53 H 0.072
54 H 0.107
55 H 0.022
56 H 0.096
57 H 0.089
58 H 0.099
59 H 0.136
60 H 0.109
61 H 0.089

=====

Density functional theory data (ωB97M-V/def2-TZVPD) for a molecular structure, C34H53BEuF4N7Si.

Cartesian coordinates (Å):
Eu  -0.729  0.374  0.037
Si  0.082  1.551  -3.371
F  -0.833  2.951  0.663
F  -3.498  1.293  -0.250
F  -3.330  -0.583  0.902
F  -4.588  1.080  1.599
N  0.261  -2.856  0.025
N  2.223  -1.259  0.787
N  0.334  -1.819  2.433
N  -0.509  2.057  -1.864
N  -0.671  -2.158  -0.686
N  1.988  0.071  0.537
N  -0.351  -0.651  2.530
C  -1.743  5.570  -2.296
C  -1.751  0.506  4.252
C  -1.826  5.992  -0.981
C  -2.316  -2.575  -2.527
C  -1.176  1.220  -4.738
C  1.022  -0.089  -3.230
C  3.183  0.660  0.474
C  -1.634  1.724  3.334
C  3.401  2.121  0.212
C  0.205  -2.521  3.597
C  4.262  2.749  1.325
C  2.108  2.903  0.111
C  1.380  2.667  -4.117
C  -0.624  -4.271  -1.460
C  -4.364  0.366  0.436
C  -3.216  -0.011  4.343
C  -1.389  0.862  5.711
C  0.734  -3.891  3.885
C  -3.612  -3.317  -2.216
C  -1.475  5.087  0.022
C  -0.551  -1.778  4.461
C  0.312  -4.120  -0.449
C  4.194  -2.785  1.142
C  3.551  -1.467  0.868
C  -1.239  -3.011  -1.559
C  -0.931  3.340  -1.690
C  -1.303  4.305  -2.654
C  4.223  2.312  -1.076
C  1.237  -5.190  0.040
C  -1.954  -2.958  -3.965
C  -0.883  -0.611  3.749
C  4.198  -0.266  0.668
C  -2.569  -1.074  -2.435
C  -1.070  3.842  -0.376
B  1.137  -2.301  1.220
H  -3.876  0.831  4.591
H  1.104  -0.488  -4.259
H  1.739  -3.264  1.605
H  -4.410  -2.971  -2.897
H  -0.854  0.275  -5.204
H  1.513  2.501  -0.717
H  0.186  -4.642  3.303
H  -0.606  2.077  3.257
H  2.200  2.754  -3.403
H  -3.376  -0.801  -3.104
H  5.262  -0.115  0.641
H  1.027  -6.093  -0.531
H  1.098  -5.437  1.095
H  -1.504  -0.031  6.335
H  -0.814  -2.002  5.472
H  3.633  1.925  -1.914
H  -1.186  1.996  -5.515
H  -2.012  6.250  -3.106
H  -1.284  4.004  -3.681
H  1.033  3.673  -4.377
H  2.308  3.962  -0.084
H  1.804  -4.005  3.692
H  5.180  1.795  -1.057
H  -0.867  -5.167  -1.954
H  -3.481  -4.377  -2.357
H  -2.148  6.976  -0.737
H  -2.075  1.636  6.080
H  -2.878  -0.784  -1.418
H  -1.030  -2.459  -4.299
H  5.293  -2.644  1.195
H  -1.821  -4.030  -4.040
H  -1.665  -0.536  -2.671
H  3.868  -3.244  2.065
H  2.295  -4.938  -0.082
H  4.454  3.373  -1.224
H  1.795  2.181  -5.012
H  -3.543  -0.409  3.375
H  -2.235  2.554  3.715
H  2.039  0.009  -2.833
H  -3.307  -0.781  5.115
H  -3.920  -3.111  -1.189
H  -2.761  -2.645  -4.651
H  4.448  3.810  1.100
H  -1.567  5.308  1.093
H  -2.199  1.109  -4.375
H  -2.023  1.491  2.350
H  1.570  2.798  1.061
H  -0.362  1.226  5.828
H  3.738  2.656  2.290
H  3.988  -3.478  0.321
H  0.567  -4.099  4.931
H  0.539  -0.884  -2.682
H  5.224  2.228  1.434

The energy above the lowest of the compared OMol25 structures with the same formula, charge and spin comes out at 0.0 kcal/mol. Its net charge is -1. Its spin multiplicity is 8. Its expectation value of S² is 15.759. The LUMO energy (spin up / spin down) is 2.32 / 2.32 eV.

Here are the Löwdin charges for atoms 1 to 99, given in e:
1 Eu 1.616
2 Si 0.314
3 F -0.083
4 F -0.181
5 F -0.226
6 F -0.091
7 N 0.027
8 N 0.027
9 N 0.018
10 N -0.201
11 N 0.019
12 N 0.069
13 N 0.049
14 C -0.119
15 C -0.528
16 C -0.123
17 C -0.546
18 C -0.182
19 C -0.176
20 C -0.266
21 C -0.061
22 C -0.553
23 C -0.264
24 C -0.057
25 C -0.064
26 C -0.174
27 C 0.027
28 C -0.335
29 C -0.040
30 C -0.060
31 C -0.029
32 C -0.046
33 C -0.029
34 C 0.017
35 C -0.273
36 C -0.029
37 C -0.279
38 C -0.236
39 C -0.349
40 C -0.048
41 C -0.046
42 C -0.027
43 C -0.048
44 C -0.253
45 C 0.010
46 C -0.067
47 C -0.226
48 B -0.499
49 H 0.086
50 H 0.032
51 H 0.091
52 H 0.093
53 H 0.018
54 H 0.050
55 H 0.083
56 H 0.080
57 H 0.004
58 H 0.097
59 H 0.107
60 H 0.075
61 H 0.070
62 H 0.066
63 H 0.102
64 H 0.068
65 H 0.023
66 H 0.097
67 H 0.082
68 H 0.024
69 H 0.099
70 H 0.070
71 H 0.075
72 H 0.094
73 H 0.071
74 H 0.078
75 H 0.083
76 H 0.038
77 H 0.082
78 H 0.087
79 H 0.070
80 H 0.020
81 H 0.065
82 H 0.068
83 H 0.086
84 H 0.034
85 H 0.068
86 H 0.092
87 H 0.020
88 H 0.077
89 H 0.095
90 H 0.091
91 H 0.084
92 H 0.121
93 H 0.020
94 H 0.029
95 H 0.083
96 H 0.085
97 H 0.090
98 H 0.073
99 H 0.070

=====

Density functional theory data (ωB97M-V/def2-TZVPD) for a molecular structure, C5H8O2.

Cartesian coordinates (Å):
O  0.586  1.536  1.287
O  -1.340  -0.859  -0.079
C  1.057  -0.715  0.153
C  -1.084  -0.433  1.279
C  -0.197  0.416  -1.910
C  -0.174  -0.174  -0.536
C  0.180  0.295  0.841
H  1.323  1.411  1.898
H  0.817  0.645  -2.247
H  1.987  -0.312  -0.241
H  1.096  -1.744  0.509
H  -0.800  1.327  -1.963
H  -0.626  -0.319  -2.599
H  -1.879  0.218  1.655
H  -0.945  -1.291  1.951

The energy above the lowest of the compared OMol25 structures with the same formula, charge and spin comes out at 56.6 kcal/mol. Its net charge is 0. The LUMO energy is 0.77 eV.

Charges per atom according to Löwdin partitioning, unit e:
1 O 0.053
2 O -0.040
3 C 0.022
4 C -0.075
5 C 0.014
6 C -0.420
7 C -0.411
8 H 0.108
9 H 0.085
10 H 0.119
11 H 0.116
12 H 0.087
13 H 0.090
14 H 0.129
15 H 0.123